1.
Below is C6HN11S2W as an isolated structure in a non-equilibrium geometry, with properties calculated with ωB97M-V with the def2-TZVPD basis set.

Summary:
Total charge = +2
LUMO energy (alpha / beta) = -12.4 / -13.3 eV
Calculated total energy = -46098.5709 eV
Multiplicity = 1

Last column: Mulliken charge in e.
Positions of all 21 atoms, in Å:
1 W -0.2122 0.1047 -0.7921  1.407
2 S 1.0334 -0.7230 -2.5297  0.004
3 C 1.7490 0.8173 -1.9725  0.660
4 C 3.1752 0.8255 -1.9042  -0.189
5 N 4.3245 0.8386 -1.8557  -0.126
6 C 1.0412 1.9686 -1.6265  0.671
7 S -0.7331 2.1589 -1.6667  0.002
8 C 1.7608 3.1302 -1.2115  -0.189
9 N 2.3369 4.0733 -0.8919  -0.127
10 N -1.6209 -1.5972 2.0293  0.014
11 C -0.4460 -0.9264 2.1541  0.580
12 N 0.3476 -0.7552 3.1754  -0.243
13 N 1.3571 0.0118 2.7726  -0.383
14 N 1.2631 0.3207 1.5321  -0.231
15 N 0.1075 -0.2644 1.0743  -0.088
16 C -2.2497 -1.6339 0.8366  0.435
17 N -3.3555 -2.2054 0.4628  -0.249
18 N -3.5398 -1.9084 -0.8256  -0.283
19 N -2.5964 -1.1974 -1.3140  -0.145
20 N -1.7088 -0.9715 -0.2808  0.219
21 H -2.0336 -2.0667 2.8341  0.259


2.
Below is C6HO6Zr as an isolated structure in a non-equilibrium geometry, with properties calculated with ωB97M-V with the def2-TZVPD basis set.

Summary:
Total charge = +3
LUMO energy = -17.7 eV
Calculated total energy = -19758.8266 eV
Multiplicity = 1

Last column: Mulliken charge in e.
Positions of all 14 atoms, in Å:
1 O -4.5149 0.2304 -1.2695  -0.110
2 C -3.7530 1.0636 -1.0695  0.134
3 Zr 1.1708 1.1082 -0.2172  0.976
4 O -1.4588 -0.8190 1.5801  0.048
5 C -0.6970 -0.0928 1.0864  0.568
6 C 2.0857 -0.5598 0.9797  0.327
7 O 2.6462 -1.4551 1.5362  0.064
8 C 2.7537 -1.5674 -1.6097  0.141
9 O 3.0088 -1.4034 -2.7013  -0.045
10 C -0.0912 -0.7000 -1.0379  0.396
11 O -0.5756 -1.7385 -1.1876  0.032
12 H 0.1133 2.5542 -0.5212  0.269
13 O -0.4969 1.9253 2.7450  0.060
14 C -0.1911 1.4543 1.6864  0.141


ΔE to the lowest compared entry with this formula, charge and spin for the records above, in order: 193.8; 18.8 kJ/mol